{
  "formula": "C38H65AsN6O6PS2Si3Ti",
  "method": "the ωB97M-V functional and the def2-TZVPD basis",
  "homo_ev": [-2.8184, -4.6845],
  "e_lumo_ha": [0.09092, 0.09085],
  "charge": -1,
  "max_force_ha_per_bohr": 0.0405,
  "multiplicity": 3,
  "relative_energy_kj_mol": 132.81,
  "total_energy_ev": -200238.7085,
  "s2": 2.014,
  "symbols": ["As", "Ti", "S", "S", "P", "Si", "Si", "Si", "O", "O", "O", "O", "O", "O", "N", "N", "N", "N", "N", "N", "C", "C", "C", "C", "C", "C", "C", "C", "C", "C", "C", "C", "C", "C", "C", "C", "C", "C", "C", "C", "C", "C", "C", "C", "C", "C", "C", "C", "C", "C", "C", "C", "C", "C", "C", "C", "C", "C", "H", "H", "H", "H", "H", "H", "H", "H", "H", "H", "H", "H", "H", "H", "H", "H", "H", "H", "H", "H", "H", "H", "H", "H", "H", "H", "H", "H", "H", "H", "H", "H", "H", "H", "H", "H", "H", "H", "H", "H", "H", "H", "H", "H", "H", "H", "H", "H", "H", "H", "H", "H", "H", "H", "H", "H", "H", "H", "H", "H", "H", "H", "H", "H", "H"],
  "xyz": [[-0.346, 1.963, -0.966], [0.789, -0.144, 0.274], [0.321, 2.037, 2.802], [3.169, 0.536, 1.481], [-0.307, -2.000, 2.475], [-2.343, 2.918, 0.052], [1.178, 3.874, -1.051], [-1.130, 2.322, -3.222], [2.425, -0.745, 1.558], [0.363, 3.281, 2.077], [4.559, 0.426, 1.162], [-0.605, 1.993, 3.908], [0.116, 0.860, 1.914], [2.349, 1.404, 0.615], [-0.195, -1.996, -0.474], [3.599, 1.059, -3.982], [3.983, -0.694, -2.414], [1.969, 0.390, -2.439], [2.063, -0.387, -1.315], [3.085, 0.047, -3.174], [1.994, 2.535, 4.824], [-2.532, -1.377, -1.959], [-2.153, -1.683, 2.491], [0.967, -2.794, -3.926], [3.297, -0.950, -1.348], [-0.667, -7.292, 1.775], [-2.929, 1.789, -3.425], [0.865, -1.299, 4.863], [-0.197, 1.486, -4.607], [3.088, 1.291, 3.091], [-3.387, 4.067, -1.025], [-0.150, -2.136, -1.900], [-0.796, -4.380, -0.677], [-2.231, 3.923, 1.624], [-1.264, -1.772, -2.659], [-0.377, -4.790, 1.996], [-0.753, -3.199, 5.105], [-0.035, -2.395, -6.207], [-0.884, -5.651, -0.140], [1.938, 1.894, 3.591], [-0.420, -3.259, 0.099], [2.681, 4.207, 0.018], [3.179, 2.572, 5.542], [1.951, 3.852, -2.776], [2.054, -3.404, -1.775], [-1.221, -1.884, -4.046], [-3.462, 1.478, 0.509], [-2.567, -0.584, 3.468], [0.122, 5.421, -0.825], [-0.624, -5.900, 1.204], [4.319, 1.969, 5.042], [-0.320, -3.497, 1.485], [-3.090, -2.884, 2.602], [-0.094, -2.353, -4.704], [-1.103, 4.153, -3.650], [4.275, 1.334, 3.810], [0.942, -2.739, -2.539], [0.248, -2.520, 4.170], [-0.012, -1.384, -6.622], [1.659, 3.005, -3.395], [-4.018, 1.065, -0.333], [-0.500, -7.275, 2.853], [0.486, 2.188, -5.090], [-1.633, -7.770, 1.596], [3.035, 3.794, -2.652], [3.672, -1.568, -0.549], [-3.371, 2.454, -4.173], [-3.026, 5.096, -0.968], [-0.240, -4.939, 3.061], [5.155, 0.875, 3.383], [-2.641, -1.923, -1.022], [0.099, -7.934, 1.332], [-0.932, 1.145, -5.342], [4.222, 1.648, -3.427], [-1.536, -2.506, 5.411], [5.247, 2.000, 5.599], [0.404, 6.165, -1.576], [-0.237, -3.527, 6.013], [1.733, 4.775, -3.320], [-1.669, 4.796, -2.979], [-4.183, 1.848, 1.245], [-1.875, 3.367, 2.487], [-4.120, -2.547, 2.442], [-0.999, -4.255, -1.732], [3.205, 3.075, 6.501], [0.383, 0.632, -4.269], [-3.565, -0.219, 3.209], [2.984, 5.220, -0.278], [1.291, -1.579, 5.831], [1.843, -3.215, -4.412], [1.097, 2.994, 5.213], [-3.402, -1.574, -2.588], [-2.623, -0.966, 4.490], [-2.267, -1.282, 1.476], [-0.905, -2.903, -6.629], [4.144, 0.608, -4.704], [1.874, -4.481, -1.725], [0.113, -0.524, 5.037], [-2.970, 0.774, -3.808], [-0.952, 5.262, -0.906], [0.320, 5.834, 0.167], [-3.551, 1.829, -2.534], [3.495, 3.522, -0.206], [2.114, -3.045, -0.749], [-1.155, -6.473, -0.796], [2.484, 4.194, 1.084], [-1.597, 4.804, 1.518], [3.012, -3.239, -2.268], [-2.099, -1.622, -4.628], [-2.871, -3.655, 1.863], [-0.087, 4.543, -3.707], [1.058, -3.225, 3.952], [-1.892, 0.267, 3.465], [-1.234, -4.069, 4.661], [-4.376, 4.041, -0.555], [-2.538, -0.319, -1.704], [0.860, -2.915, -6.549], [-3.048, -3.340, 3.592], [-2.904, 0.663, 0.970], [1.655, -0.861, 4.253], [-3.261, 4.246, 1.810], [-1.545, 4.221, -4.649], [-3.512, 3.809, -2.072]],
  "atomic_forces_ev_per_a": [[-0.452, 1.138, -0.420], [-0.331, -2.036, -0.278], [0.247, -0.147, -0.085], [-0.072, 0.329, 0.277], [-0.167, 0.075, -0.162], [-0.034, -0.169, 0.156], [-0.045, 0.008, -0.221], [-0.006, -0.016, 0.075], [0.230, -0.121, 0.036], [0.517, -0.003, -0.123], [0.061, -0.038, -0.039], [-0.047, 0.019, 0.059], [-0.185, 0.787, 0.779], [0.282, 0.071, 0.120], [0.374, -0.113, 0.238], [-0.037, 0.212, 0.039], [0.095, 0.042, 0.083], [-0.107, 0.085, 0.053], [0.570, 0.331, -0.511], [-0.231, -0.293, -0.280], [0.143, -0.098, -0.010], [-0.088, 0.046, -0.004], [-0.025, 0.032, 0.019], [0.003, -0.022, -0.031], [0.091, 0.167, 0.189], [0.011, -0.014, 0.008], [-0.048, -0.080, 0.110], [-0.015, 0.008, -0.007], [0.116, -0.080, 0.012], [0.062, 0.074, -0.196], [0.012, 0.096, -0.118], [0.020, 0.242, -0.025], [0.003, -0.046, -0.024], [0.047, 0.097, 0.037], [-0.009, -0.018, -0.062], [0.020, -0.004, 0.010], [0.011, -0.040, -0.005], [0.000, 0.005, -0.017], [0.014, -0.003, 0.008], [-0.182, -0.010, 0.085], [-0.150, 0.110, -0.059], [-0.105, -0.198, 0.095], [-0.105, 0.059, 0.088], [0.097, -0.018, -0.078], [-0.072, -0.197, 0.022], [-0.055, 0.009, 0.076], [0.057, -0.138, -0.075], [-0.038, -0.002, 0.010], [-0.135, 0.018, 0.066], [-0.044, 0.016, -0.020], [0.083, -0.077, -0.088], [0.073, -0.075, 0.056], [-0.018, -0.029, 0.011], [0.031, -0.002, 0.030], [0.017, 0.187, 0.034], [-0.069, -0.001, 0.128], [0.067, 0.043, -0.015], [0.036, 0.060, 0.092], [0.009, 0.003, 0.001], [0.081, 0.009, 0.039], [-0.004, -0.024, -0.078], [-0.002, 0.001, 0.001], [-0.006, -0.045, -0.005], [0.000, 0.002, -0.006], [0.004, -0.041, -0.011], [0.033, 0.114, 0.001], [-0.028, -0.046, -0.011], [-0.048, -0.013, 0.026], [0.001, 0.004, -0.003], [0.010, 0.007, -0.007], [-0.026, -0.042, -0.017], [0.005, 0.006, 0.000], [0.018, 0.023, -0.047], [0.034, -0.025, 0.005], [0.004, 0.005, -0.009], [-0.003, -0.006, 0.005], [0.030, 0.034, 0.034], [-0.005, 0.004, 0.004], [0.131, -0.011, 0.071], [-0.065, -0.044, -0.035], [-0.017, -0.027, -0.018], [-0.261, 0.078, -0.080], [-0.001, -0.005, 0.005], [0.005, -0.046, 0.022], [0.006, 0.003, -0.006], [0.027, -0.085, 0.043], [-0.003, -0.025, 0.016], [-0.007, -0.025, 0.003], [-0.009, -0.007, 0.004], [0.003, 0.010, -0.001], [-0.005, -0.008, 0.006], [0.017, 0.030, -0.018], [0.016, 0.004, -0.003], [-0.012, -0.024, -0.024], [-0.006, 0.007, 0.009], [0.029, -0.012, 0.002], [-0.046, -0.022, -0.028], [0.007, 0.004, -0.010], [0.008, -0.191, -0.101], [0.102, 0.007, -0.037], [-0.007, 0.010, 0.004], [0.024, -0.038, 0.000], [0.028, -0.049, -0.001], [-0.064, -0.084, -0.040], [0.003, 0.002, -0.002], [-0.069, -0.003, 0.127], [-0.048, -0.018, 0.021], [-0.053, -0.073, 0.010], [-0.062, 0.073, -0.003], [0.014, 0.016, -0.002], [-0.276, -0.057, -0.085], [0.004, 0.002, -0.012], [0.011, -0.007, -0.007], [0.009, 0.009, -0.002], [-0.014, 0.048, -0.013], [0.006, 0.176, 0.093], [-0.004, -0.003, -0.001], [-0.003, 0.011, -0.009], [0.025, 0.027, 0.029], [-0.003, -0.020, 0.001], [-0.042, 0.059, -0.016], [-0.022, 0.037, -0.013], [-0.004, 0.026, 0.036]]
}



{
  "formula": "C13H31CuN5O8",
  "method": "the ωB97M-V functional and the def2-TZVPD basis",
  "homo_ev": [-7.4579, -7.4473],
  "e_lumo_ha": [0.00573, -0.06285],
  "max_force_ha_per_bohr": 0.1038,
  "multiplicity": 2,
  "relative_energy_kj_mol": 170.05,
  "total_energy_ev": -82449.5218,
  "s2": 0.752,
  "symbols": ["Cu", "O", "O", "O", "O", "O", "O", "O", "O", "N", "N", "N", "N", "N", "C", "C", "C", "C", "C", "C", "C", "C", "C", "C", "C", "C", "C", "H", "H", "H", "H", "H", "H", "H", "H", "H", "H", "H", "H", "H", "H", "H", "H", "H", "H", "H", "H", "H", "H", "H", "H", "H", "H", "H", "H", "H", "H", "H"],
  "xyz": [[-27.302, 7.936, -8.999], [-28.646, 6.671, -10.212], [-24.114, 5.499, -8.157], [-26.061, 6.089, -8.479], [-28.039, 7.439, -7.079], [-25.545, 4.150, -9.043], [-28.596, 9.870, -8.947], [-25.447, 8.956, -8.138], [-26.440, 8.490, -11.026], [-29.054, 6.885, -12.470], [-25.240, 5.202, -8.553], [-24.581, 8.152, -12.229], [-25.667, 10.985, -9.165], [-28.555, 9.273, -6.121], [-25.838, 8.619, -12.065], [-27.950, 7.557, -4.660], [-28.632, 6.244, -11.364], [-29.883, 8.060, -12.344], [-28.157, 8.034, -6.049], [-26.483, 9.309, -13.219], [-24.980, 10.061, -8.427], [-23.588, 10.537, -8.064], [-28.074, 4.826, -11.783], [-28.611, 11.796, -10.592], [-30.042, 12.037, -8.585], [-23.761, 7.420, -11.311], [-29.388, 10.961, -9.501], [-23.278, 11.478, -8.520], [-30.200, 8.425, -13.321], [-26.438, 8.606, -14.051], [-24.168, 8.311, -13.137], [-28.750, 9.708, -7.011], [-29.159, 12.697, -10.867], [-25.163, 11.740, -9.609], [-27.631, 12.174, -10.302], [-25.996, 10.250, -13.475], [-29.315, 12.483, -7.906], [-23.704, 7.720, -10.265], [-22.901, 9.782, -8.445], [-28.549, 11.096, -11.425], [-26.912, 7.341, -4.409], [-27.572, 9.330, -13.256], [-29.375, 8.890, -11.852], [-30.420, 12.870, -9.178], [-28.146, 4.631, -12.853], [-22.772, 7.366, -11.765], [-28.439, 8.128, -3.871], [-26.671, 10.883, -9.148], [-30.861, 7.885, -11.895], [-28.429, 4.013, -11.150], [-30.815, 11.530, -8.008], [-28.436, 6.582, -4.603], [-28.858, 6.550, -13.402], [-27.000, 4.855, -11.602], [-30.249, 10.554, -10.031], [-23.319, 10.535, -7.008], [-28.600, 9.750, -5.231], [-24.081, 6.381, -11.234]],
  "atomic_forces_ev_per_a": [[-0.231, 0.370, 0.523], [-0.332, 0.101, -0.784], [1.671, -0.855, 0.333], [-4.080, 3.439, 0.008], [1.292, -3.274, -3.366], [-0.169, -2.580, -0.828], [-0.351, 1.584, 0.320], [0.049, 0.690, 0.128], [-1.155, -0.563, 2.225], [-0.790, 1.159, 0.432], [2.112, 0.835, -0.119], [-0.458, 1.082, -1.073], [0.620, -0.860, 0.779], [-0.487, 2.037, 1.854], [0.586, -0.147, 0.077], [-0.143, -2.049, 0.649], [1.194, -2.532, -0.939], [-0.515, 1.088, -0.647], [-0.366, 2.334, 1.383], [-0.175, -0.830, -1.625], [-0.271, 1.002, -0.561], [0.992, -1.142, -0.226], [0.767, 1.234, 0.876], [-0.463, -1.007, 0.304], [0.809, -1.246, 0.727], [0.448, -1.457, 0.413], [1.285, 0.271, -0.663], [-0.401, 0.060, 0.109], [0.488, -0.103, -0.342], [1.018, 0.094, -0.576], [-0.157, -0.001, 0.152], [0.036, 0.290, -0.872], [-0.278, -0.220, -0.264], [-0.483, -0.011, 0.394], [0.064, -0.350, 0.159], [-0.241, -0.060, -0.045], [0.152, -0.091, 0.218], [-0.208, 0.720, -0.211], [0.101, -0.152, -0.201], [0.520, 0.410, -0.392], [0.069, 0.306, -0.219], [0.050, 0.769, 1.313], [-0.033, -0.166, 0.317], [-0.351, -0.336, -0.047], [-0.561, -0.087, 0.133], [0.082, 0.207, 0.319], [0.233, 0.420, -0.324], [-0.532, -0.152, -0.590], [0.304, -0.358, 0.646], [-0.289, 0.205, -0.158], [-0.208, 0.422, 0.189], [0.027, -0.233, -0.025], [-0.151, -0.355, 0.543], [0.159, 0.027, 0.334], [-0.132, -0.377, -0.251], [-0.676, 0.153, 0.128], [-0.208, 0.444, -0.561], [-0.232, -0.156, -0.075]]
}



{
  "formula": "C16H24CaMnN2O13",
  "method": "the ωB97M-V functional and the def2-TZVPD basis",
  "homo_ev": [-11.4067, -11.4067],
  "e_lumo_ha": [-0.28463, -0.29532],
  "charge": 2,
  "max_force_ha_per_bohr": 0.1111,
  "multiplicity": 6,
  "relative_energy_kj_mol": 485.56,
  "total_energy_ev": -96320.0441,
  "s2": 8.754,
  "symbols": ["Mn", "Ca", "O", "O", "O", "O", "O", "O", "O", "O", "O", "O", "O", "O", "O", "N", "N", "C", "C", "C", "C", "C", "C", "C", "C", "C", "C", "C", "C", "C", "C", "C", "C", "H", "H", "H", "H", "H", "H", "H", "H", "H", "H", "H", "H", "H", "H", "H", "H", "H", "H", "H", "H", "H", "H", "H", "H"],
  "xyz": [[-20.316, 7.281, 22.420], [-18.522, 4.307, 24.198], [-21.655, 10.403, 19.891], [-19.440, 6.176, 20.758], [-21.410, 8.571, 18.763], [-14.724, 3.673, 23.935], [-13.698, 1.392, 16.120], [-16.692, 2.980, 23.118], [-14.975, 0.357, 17.847], [-14.797, 1.677, 23.231], [-20.332, 8.724, 20.699], [-20.388, 5.730, 23.832], [-18.199, 4.702, 19.819], [-15.346, 2.346, 17.201], [-18.577, 4.582, 21.876], [-18.847, 5.085, 20.798], [-20.049, 5.480, 14.541], [-22.020, 10.798, 18.597], [-15.371, 1.185, 19.997], [-21.126, 9.179, 19.880], [-13.559, 3.111, 24.520], [-21.009, 5.779, 15.516], [-13.402, 1.948, 23.586], [-19.037, 4.942, 15.241], [-14.610, 1.346, 16.942], [-19.198, 5.074, 16.620], [-16.510, 2.087, 18.034], [-13.692, 2.700, 26.054], [-15.505, 2.757, 23.462], [-15.993, 0.864, 18.670], [-23.654, 8.931, 18.034], [-22.199, 9.430, 18.028], [-20.534, 5.491, 16.789], [-18.564, 4.657, 17.389], [-14.748, 0.350, 20.317], [-23.936, 8.251, 17.231], [-23.854, 8.370, 18.947], [-20.162, 6.210, 24.653], [-16.806, 0.152, 18.812], [-22.039, 5.992, 15.268], [-14.738, 2.065, 19.887], [-12.750, 3.838, 24.464], [-13.126, 1.112, 24.229], [-16.033, 1.212, 20.863], [-21.125, 11.324, 18.265], [-14.251, 3.405, 26.669], [-14.309, 1.833, 26.290], [-22.962, 11.314, 18.414], [-17.415, 1.849, 17.475], [-12.700, 2.544, 26.476], [-18.219, 4.536, 14.665], [-12.738, 2.115, 22.738], [-21.047, 5.578, 17.735], [-21.936, 9.316, 16.976], [-24.388, 9.734, 18.110], [-16.721, 2.916, 18.710], [-20.059, 5.438, 13.532]],
  "atomic_forces_ev_per_a": [[0.291, -0.957, -1.944], [0.140, -0.566, -2.329], [0.442, -0.290, 3.561], [-2.264, 1.616, 0.445], [1.437, -1.150, 1.357], [-1.127, 2.904, 1.691], [-2.312, -1.169, 2.349], [1.284, -0.445, 1.815], [0.798, -0.669, -1.741], [-0.547, -0.531, -0.485], [-0.848, -0.500, 1.992], [1.557, 1.375, 0.354], [-2.102, 0.115, 0.599], [-3.162, 4.750, -0.275], [-0.555, -1.643, 3.660], [4.699, 0.257, -3.053], [-1.060, -0.427, 2.297], [0.653, -0.575, -1.479], [0.772, -0.878, 1.073], [0.257, 1.064, -1.156], [0.848, -0.255, 1.708], [-1.181, 0.033, -0.146], [0.124, -1.259, 1.394], [2.427, 0.079, 0.456], [3.235, -1.763, -1.158], [-0.174, -1.409, -1.280], [0.533, -0.074, -1.228], [-0.842, 0.316, -0.790], [-0.709, -0.164, -2.008], [-0.623, -0.974, 2.454], [-0.619, -0.175, 1.152], [-2.789, -0.476, -4.155], [0.197, 0.761, -1.245], [0.121, 0.227, -0.230], [0.427, -0.074, -0.378], [0.344, 0.271, -0.159], [0.161, -0.168, 0.213], [-0.929, -0.012, 0.050], [0.287, -0.437, -0.252], [0.181, 0.301, -0.284], [-0.047, 0.142, 0.307], [-0.245, 0.030, -0.266], [0.436, -0.317, -0.771], [-0.558, 0.747, -0.367], [-0.420, 0.292, -0.649], [0.550, 0.867, -0.264], [0.263, -0.664, -0.799], [0.338, 0.517, 1.017], [0.225, 0.430, -0.645], [-0.074, 0.089, -0.100], [0.280, 0.092, 0.306], [-0.503, -0.189, -0.190], [-0.195, 0.162, -0.225], [0.696, 0.365, 0.122], [0.126, 0.181, -0.473], [0.374, -0.008, -0.167], [-0.620, 0.233, 0.323]]
}